{
  "formula": "C26H35N3NaO5S6",
  "method": "ωB97M-V/def2-TZVPD",
  "symbols": ["Na", "C", "C", "S", "C", "C", "S", "C", "C", "S", "C", "C", "S", "H", "H", "H", "H", "H", "H", "H", "H", "H", "H", "H", "H", "H", "H", "H", "H", "O", "C", "O", "C", "C", "C", "C", "C", "N", "C", "O", "O", "H", "H", "H", "C", "C", "C", "C", "C", "C", "C", "S", "C", "O", "H", "H", "H", "H", "H", "H", "H", "H", "H", "H", "S", "C", "N", "C", "C", "N", "H", "H", "H", "H", "H", "H"],
  "coordinates": [[0.2400, 1.5110, -1.4532], [1.8593, -1.6910, 1.9366], [1.9610, -0.3924, 2.7081], [0.8810, 0.7522, 1.8443], [1.0621, 2.3336, 2.6381], [2.3344, 3.1488, 2.2679], [2.3746, 3.6271, 0.5168], [4.0208, 3.1836, -0.0933], [3.9041, 2.7675, -1.5773], [3.1000, 1.2278, -2.0065], [4.1198, 0.0293, -1.1341], [3.6028, -0.3701, 0.2647], [2.2263, -1.5703, 0.1435], [0.8570, -2.0988, 2.0023], [2.5337, -2.4759, 2.2929], [3.0350, -0.0787, 2.7698], [1.5142, -0.5368, 3.6957], [1.0412, 2.2555, 3.7204], [0.1844, 2.8574, 2.2988], [3.2358, 2.5733, 2.4943], [2.3534, 4.0553, 2.8299], [4.4775, 2.4073, 0.5667], [4.6628, 4.0622, -0.0852], [4.9072, 2.8458, -2.0271], [3.2599, 3.5619, -2.0010], [5.1838, 0.3681, -1.1588], [4.0460, -0.8396, -1.7650], [3.2513, 0.5501, 0.7418], [4.3773, -0.8014, 0.9238], [0.0295, 4.1876, -4.7008], [-0.0867, 3.5944, -3.6174], [0.8094, 3.0893, -2.8986], [-1.5097, 3.3252, -3.1083], [-2.5884, 3.3760, -3.9520], [-3.8521, 3.0399, -3.4138], [-3.9411, 2.5813, -2.0996], [-2.7485, 2.5630, -1.3393], [-1.5886, 2.8831, -1.8651], [-2.7039, 1.9383, 0.0810], [-3.7751, 1.7258, 0.6509], [-1.5479, 1.6458, 0.5033], [-2.4149, 3.6086, -5.0137], [-4.7273, 3.0518, -4.0712], [-4.8523, 2.2238, -1.6107], [-3.9601, -1.7185, 5.9661], [-3.2927, -1.7111, 4.6235], [-2.6914, -2.8558, 4.0371], [-2.0753, -2.7911, 2.7788], [-2.0921, -1.5684, 2.1279], [-2.7450, -0.4398, 2.6442], [-3.3065, -0.4895, 3.8993], [-1.4360, -1.4889, 0.4948], [-2.9657, -1.3129, -0.4381], [-0.9370, -2.8904, 0.2308], [-5.0210, -1.5270, 5.8218], [-3.5619, -0.9425, 6.5851], [-3.8242, -2.6828, 6.4652], [-2.8042, -3.7734, 4.5345], [-1.6166, -3.6868, 2.2743], [-2.7909, 0.4383, 2.0368], [-3.8015, 0.4371, 4.3206], [-3.5252, -2.2655, -0.4586], [-2.7439, -1.0316, -1.4401], [-3.5880, -0.5950, 0.0634], [0.3720, -0.7485, -3.5919], [0.8530, -2.3274, -3.5476], [1.1842, -3.0045, -4.7142], [1.2306, -4.4228, -4.4429], [1.5361, -4.4708, -2.9129], [0.9415, -3.1835, -2.5219], [0.7088, -2.6774, -5.5373], [2.0170, -4.8813, -4.9863], [0.2473, -4.9221, -4.5691], [2.6274, -4.4261, -2.6847], [1.0646, -5.3118, -2.3780], [0.8880, -2.8249, -1.5807]],
  "lowdin_charge": [0.158, -0.530, -0.519, 0.894, -0.514, -0.517, 0.902, -0.532, -0.550, 0.891, -0.528, -0.540, 0.854, 0.035, 0.074, 0.083, 0.082, 0.076, 0.059, 0.066, 0.046, 0.074, 0.063, 0.078, 0.066, 0.093, 0.040, 0.011, 0.085, -0.022, -0.641, -0.111, -0.193, -0.009, -0.061, -0.010, -0.167, 0.131, -0.645, -0.029, -0.117, 0.118, 0.095, 0.107, -0.070, -0.268, -0.042, -0.072, -0.394, -0.064, -0.029, 0.888, -0.197, -0.569, 0.079, 0.066, 0.073, 0.080, 0.120, 0.065, 0.137, 0.074, 0.041, 0.035, 0.687, -0.892, -0.015, -0.171, -0.124, 0.018, 0.113, 0.093, 0.123, 0.120, 0.118, 0.034],
  "total_charge": -1,
  "relative_energy_kcal_mol": 0.0,
  "mol_weight_g_mol": 685.0,
  "energy_ev": -111670.1873,
  "homo_ev": -5.3,
  "homo_lumo_gap_ev": 7.2,
  "e_lumo_ev": 1.94
}

---

{
  "formula": "C41H36O3P",
  "method": "ωB97M-V/def2-TZVPD",
  "symbols": ["C", "C", "C", "C", "O", "C", "C", "C", "C", "C", "C", "C", "C", "C", "C", "C", "C", "C", "C", "C", "H", "H", "H", "H", "H", "H", "H", "H", "H", "H", "H", "H", "H", "H", "H", "C", "C", "O", "C", "C", "P", "C", "C", "C", "C", "C", "C", "C", "C", "C", "C", "C", "C", "C", "C", "C", "C", "C", "C", "O", "H", "H", "H", "H", "H", "H", "H", "H", "H", "H", "H", "H", "H", "H", "H", "H", "H", "H", "H", "H", "H"],
  "coordinates": [[-5.7375, 1.7944, -2.0974], [-4.9790, 1.6830, -3.2670], [-4.6752, 0.4261, -3.7852], [-5.1624, -0.7044, -3.1295], [-4.7594, -1.9792, -3.5590], [-3.4260, -2.3267, -3.3672], [-3.1248, -3.1312, -2.2610], [-1.8141, -3.1972, -1.8394], [-0.7514, -2.6129, -2.5980], [0.5364, -2.4765, -1.9993], [1.7641, -2.4658, -2.7549], [2.8299, -3.3631, -2.4360], [4.0423, -3.3211, -3.1198], [4.2168, -2.4069, -4.1726], [3.1567, -1.5734, -4.5619], [1.9741, -1.5588, -3.8254], [-1.1054, -2.1687, -3.9217], [-2.4253, -1.8747, -4.2344], [-5.9773, -0.6061, -1.9959], [-6.2065, 0.6499, -1.4467], [-5.9726, 2.7763, -1.7067], [-4.6081, 2.5670, -3.7923], [-4.0409, 0.2920, -4.6685], [-3.9411, -3.6035, -1.7164], [-1.5547, -3.7105, -0.9133], [0.5948, -2.5191, -0.8877], [2.6604, -4.1051, -1.6562], [4.8586, -3.9989, -2.8448], [5.1698, -2.3621, -4.6995], [3.2583, -0.9377, -5.4440], [1.1987, -0.8253, -4.0417], [-0.3290, -2.0007, -4.6727], [-2.7091, -1.3078, -5.1293], [-6.3547, -1.5240, -1.5387], [-6.7678, 0.7303, -0.5144], [6.0519, 1.1940, -1.0073], [5.1695, 1.5128, 0.1695], [3.9786, 0.6998, 0.0033], [2.9820, 1.1543, 0.8009], [1.7540, 0.3923, 0.8477], [0.7267, 0.8646, 2.1567], [-0.1169, 2.4644, 1.9630], [-1.4489, 2.5567, 2.3929], [-2.1566, 3.7527, 2.2732], [-1.5420, 4.8702, 1.7043], [-0.1998, 4.8128, 1.3209], [0.5152, 3.6222, 1.4781], [-0.5945, -0.3745, 2.2260], [-0.8151, -1.1542, 3.3729], [-1.7147, -2.2212, 3.3278], [-2.4484, -2.4622, 2.1629], [-2.3264, -1.6103, 1.0599], [-1.3687, -0.5932, 1.0736], [1.5056, 0.9457, 3.7988], [1.3004, 2.0672, 4.6147], [1.9037, 2.1639, 5.8687], [2.7279, 1.1334, 6.3217], [2.9407, 0.0057, 5.5265], [2.3364, -0.0873, 4.2674], [3.1436, 2.2007, 1.4789], [7.0246, 1.6559, -0.8692], [6.1788, 0.1132, -1.1183], [5.6074, 1.6108, -1.9164], [5.6494, 1.2498, 1.1232], [4.9167, 2.5803, 0.1858], [1.5747, -0.4935, 0.2600], [-1.9309, 1.6820, 2.8273], [-3.1838, 3.7930, 2.6343], [-2.1090, 5.7922, 1.5791], [0.2982, 5.6928, 0.9069], [1.5756, 3.5943, 1.2407], [-0.2784, -0.9277, 4.2932], [-1.8361, -2.8593, 4.2061], [-3.1290, -3.3102, 2.1139], [-2.9636, -1.7378, 0.1813], [-1.2231, 0.0253, 0.1866], [0.6678, 2.8775, 4.2581], [1.7247, 3.0514, 6.4758], [3.1995, 1.2128, 7.3004], [3.5784, -0.8059, 5.8813], [2.5150, -0.9645, 3.6456]],
  "lowdin_charge": [-0.074, -0.063, -0.014, -0.241, 0.018, -0.187, 0.032, 0.007, -0.167, 0.149, -0.197, -0.001, -0.047, -0.035, -0.044, -0.026, 0.045, 0.038, -0.005, -0.068, 0.106, 0.114, 0.110, 0.143, 0.131, 0.149, 0.123, 0.122, 0.118, 0.119, 0.115, 0.119, 0.134, 0.125, 0.114, -0.080, -0.235, -0.027, -0.573, -0.170, 1.039, -0.296, -0.092, -0.077, -0.078, -0.064, -0.056, -0.303, -0.056, -0.063, -0.076, -0.094, -0.090, -0.293, -0.059, -0.063, -0.072, -0.072, -0.082, -0.036, 0.076, 0.074, 0.078, 0.130, 0.122, 0.029, 0.104, 0.106, 0.106, 0.111, 0.095, 0.107, 0.113, 0.106, 0.088, 0.116, 0.104, 0.111, 0.109, 0.108, 0.113],
  "total_charge": 1,
  "relative_energy_kcal_mol": 0.7,
  "mol_weight_g_mol": 607.7,
  "energy_ev": -58523.9203,
  "homo_ev": -9.7,
  "homo_lumo_gap_ev": 4.0,
  "e_lumo_ev": -5.71
}

---

{
  "formula": "C11H24N2O3S2",
  "method": "ωB97M-V/def2-TZVPD",
  "symbols": ["C", "C", "N", "H", "H", "H", "C", "C", "N", "H", "H", "H", "C", "S", "O", "C", "H", "H", "H", "H", "H", "H", "C", "S", "O", "C", "H", "H", "H", "H", "H", "H", "C", "C", "O", "C", "H", "H", "H", "H", "H", "H"],
  "coordinates": [[7.1133, -1.1380, 2.4211], [5.9489, -0.7113, 3.0801], [4.9724, -0.4012, 3.6247], [6.7797, -1.9689, 1.7994], [7.8304, -1.6550, 3.0587], [7.6748, -0.3626, 1.8999], [-0.5329, 4.7059, -2.2110], [-1.8145, 5.0606, -2.8044], [-2.8497, 5.3791, -3.2994], [-0.5404, 3.6196, -2.1226], [-0.4981, 5.1485, -1.2155], [0.2904, 5.0392, -2.8429], [-1.8137, -0.5616, 2.7932], [-0.4969, -0.0766, 1.6066], [-1.3058, 0.0120, 0.3369], [-0.2206, 1.6450, 2.1699], [-1.4454, -0.5555, 3.8191], [-2.2019, -1.5167, 2.4393], [-2.6244, 0.1452, 2.6164], [0.1364, 1.6044, 3.1990], [-1.0451, 2.3163, 1.9297], [0.6323, 2.0847, 1.6528], [-6.5844, -4.1020, 1.5331], [-7.1248, -3.8324, -0.1959], [-8.6589, -3.6144, -0.0338], [-6.3976, -2.1186, -0.3951], [-6.5963, -3.1289, 2.0242], [-5.6135, -4.5935, 1.5960], [-7.3277, -4.6849, 2.0769], [-5.3849, -1.8561, -0.0893], [-7.0450, -1.4182, 0.1326], [-6.5435, -1.8656, -1.4452], [3.8936, -0.6024, -3.7189], [4.7897, 0.5732, -3.3519], [5.5653, 1.1323, -4.1722], [4.6086, 1.1429, -1.9192], [4.3812, -1.5547, -3.5104], [3.5489, -0.3979, -4.7325], [2.9601, -0.6167, -3.1564], [3.5547, 1.3764, -1.7682], [5.1672, 2.0216, -1.5970], [4.8182, 0.3267, -1.2279]],
  "nbo_charge": [-0.741, 0.285, -0.328, 0.260, 0.261, 0.262, -0.723, 0.284, -0.329, 0.259, 0.253, 0.257, -0.806, 1.222, -0.991, -0.831, 0.225, 0.241, 0.233, 0.232, 0.240, 0.235, -0.812, 1.176, -0.956, -0.821, 0.226, 0.226, 0.251, 0.237, 0.238, 0.234, -0.730, 0.592, -0.544, -0.716, 0.244, 0.247, 0.224, 0.225, 0.234, 0.222],
  "total_charge": 0,
  "relative_energy_kcal_mol": 10.9,
  "mol_weight_g_mol": 296.5,
  "energy_ev": -42585.4534,
  "homo_ev": -9.0,
  "homo_lumo_gap_ev": 9.1,
  "e_lumo_ev": 0.08
}

---

{
  "formula": "C46H44FIN4O3P2Pt",
  "method": "ωB97M-V/def2-TZVPD",
  "symbols": ["Pt", "C", "C", "N", "C", "C", "C", "O", "O", "C", "O", "C", "C", "C", "F", "C", "C", "C", "N", "C", "C", "N", "C", "C", "H", "H", "H", "H", "H", "H", "H", "H", "H", "H", "H", "H", "H", "H", "H", "H", "H", "H", "I", "C", "C", "C", "C", "C", "N", "H", "H", "H", "H", "C", "P", "C", "C", "C", "C", "C", "C", "C", "C", "C", "C", "C", "C", "P", "C", "C", "C", "C", "C", "C", "C", "C", "C", "C", "C", "C", "H", "H", "H", "H", "H", "H", "H", "H", "H", "H", "H", "H", "H", "H", "H", "H", "H", "H", "H", "H", "H", "H"],
  "coordinates": [[-1.0171, -1.0729, -2.1614], [3.9601, -2.0815, 4.0872], [3.2065, -3.1792, 3.3500], [2.1006, -2.6446, 2.5105], [2.3630, -2.3364, 1.2379], [1.4297, -1.8531, 0.3597], [1.8075, -1.4707, -1.0269], [2.8337, -0.7097, -1.1269], [1.0815, -1.8630, -1.9720], [0.1019, -1.5898, 0.7897], [-0.8444, -1.1614, 0.0494], [-0.1451, -1.8393, 2.1918], [-1.4030, -1.5686, 2.7549], [-1.6464, -1.7765, 4.0712], [-2.8861, -1.4999, 4.5216], [-0.6649, -2.2869, 4.9675], [0.5672, -2.5762, 4.3890], [0.8441, -2.3545, 3.0375], [-0.9104, -2.5012, 6.3115], [-2.2387, -2.2845, 6.9344], [-2.2373, -2.7110, 8.3911], [-1.1209, -2.0163, 9.1262], [0.2365, -2.2829, 8.4834], [0.0819, -3.0923, 7.2042], [4.7933, -2.5129, 4.6444], [3.3135, -1.5492, 4.7872], [4.3709, -1.3572, 3.3796], [2.7924, -3.9125, 4.0338], [3.8731, -3.7176, 2.6854], [3.3739, -2.5293, 0.9003], [-2.2073, -1.2015, 2.1291], [1.3379, -3.0243, 4.9927], [-3.0158, -2.8627, 6.4458], [-2.5204, -1.2346, 6.8663], [-2.0999, -3.7783, 8.5214], [-3.1841, -2.4353, 8.8435], [-1.1095, -2.3025, 10.1027], [-1.3098, -1.0173, 9.1295], [0.8545, -2.8354, 9.1870], [0.7075, -1.3256, 8.2901], [-0.1805, -4.1250, 7.4382], [1.0631, -3.1250, 6.7514], [-1.7693, -3.9265, -2.4976], [-3.4481, -2.7139, -2.1526], [-4.7229, -3.2244, -2.0899], [-5.7644, -2.3290, -1.8642], [-5.4874, -0.9786, -1.7111], [-4.1773, -0.5533, -1.7812], [-3.1656, -1.4113, -2.0018], [-4.9030, -4.2830, -2.2168], [-6.7834, -2.6934, -1.8073], [-6.2772, -0.2571, -1.5425], [-3.9108, 0.4873, -1.6635], [0.2096, 2.3824, -3.5525], [0.0364, 0.5251, -3.6241], [-0.7880, 0.2845, -5.2076], [-1.8017, -0.6683, -5.3147], [-2.3881, -0.9361, -6.5430], [-1.9641, -0.2498, -7.6698], [-0.9539, 0.7038, -7.5734], [-0.3634, 0.9712, -6.3495], [1.7686, 0.0112, -3.9259], [2.0551, -0.8642, -4.9394], [3.3922, -1.2471, -5.2035], [4.4498, -0.7504, -4.4505], [4.1879, 0.1237, -3.4244], [2.8401, 0.5030, -3.1282], [-0.4151, 3.4630, -2.2238], [0.5464, 3.3091, -0.7410], [0.8349, 2.0432, -0.1913], [1.6271, 1.9599, 0.9357], [2.1147, 3.1220, 1.5346], [1.7931, 4.3764, 1.0220], [0.9925, 4.4794, -0.0990], [-0.3615, 5.1335, -2.8167], [0.6283, 5.5465, -3.7195], [0.7025, 6.8845, -4.0635], [-0.2200, 7.7954, -3.5516], [-1.2048, 7.3812, -2.6629], [-1.2842, 6.0477, -2.2958], [-0.3335, 2.7161, -4.4363], [1.2625, 2.6335, -3.6799], [-2.1453, -1.1983, -4.4342], [-3.1737, -1.6778, -6.6214], [-2.4199, -0.4535, -8.6314], [-0.6197, 1.2341, -8.4563], [0.4396, 1.7018, -6.3012], [1.2585, -1.2648, -5.5556], [3.5908, -1.9366, -6.0160], [5.4659, -1.0442, -4.6759], [4.9921, 0.5192, -2.8158], [2.6678, 1.2908, -2.4046], [0.4348, 1.1447, -0.6412], [1.8670, 0.9901, 1.3598], [2.7446, 3.0497, 2.4140], [2.1734, 5.2742, 1.4940], [0.7410, 5.4561, -0.4930], [1.3567, 4.8544, -4.1254], [1.4867, 7.2213, -4.7290], [-0.1790, 8.8319, -3.8642], [-1.9203, 8.0918, -2.2676], [-2.0678, 5.7164, -1.6212]],
  "lowdin_charge": [0.925, -0.047, -0.155, 0.001, 0.049, -0.046, -0.533, 0.098, -0.155, -0.278, -0.147, -0.058, 0.091, -0.173, 0.080, -0.106, 0.063, -0.108, -0.044, -0.103, -0.075, 0.095, -0.048, -0.122, 0.096, 0.073, 0.086, 0.120, 0.130, 0.165, 0.144, 0.088, 0.141, 0.136, 0.143, 0.151, 0.190, 0.184, 0.146, 0.141, 0.144, 0.116, 1.108, -0.743, -0.080, 0.001, -0.014, -0.094, -0.169, 0.120, 0.136, 0.129, 0.121, -0.427, 0.935, -0.408, -0.108, -0.038, -0.023, -0.031, -0.089, -0.335, -0.026, 0.042, -0.015, 0.014, -0.034, 1.189, -0.344, -0.086, -0.046, -0.017, -0.027, -0.044, -0.404, -0.069, -0.033, -0.013, -0.034, -0.086, 0.057, 0.062, 0.037, 0.124, 0.129, 0.126, 0.119, 0.125, 0.137, 0.134, 0.137, 0.111, 0.064, 0.108, 0.124, 0.129, 0.114, 0.106, 0.126, 0.130, 0.127, 0.117],
  "total_charge": 4,
  "relative_energy_kcal_mol": 21.9,
  "mol_weight_g_mol": 1103.8,
  "energy_ev": -93123.7723,
  "multiplicity": 5,
  "homo_ev": [-16.9, -16.8],
  "s2": 6.035,
  "homo_lumo_gap_ev": [8.3, 4.9],
  "e_lumo_ev": [-8.54, -11.93]
}

---

{
  "formula": "C6H11N",
  "method": "ωB97M-V/def2-TZVPD",
  "symbols": ["C", "C", "C", "C", "C", "C", "N", "H", "H", "H", "H", "H", "H", "H", "H", "H", "H", "H"],
  "coordinates": [[-2.4693, -0.1791, -1.0393], [-1.4532, -0.0412, 0.0952], [-0.0096, -0.1991, -0.3885], [1.0499, -0.0978, 0.7289], [2.4920, -0.2382, 0.2151], [1.0395, 1.2229, 1.3641], [1.0893, 2.2798, 1.8243], [-3.4950, -0.0666, -0.6719], [-2.3078, 0.5835, -1.8102], [-2.3962, -1.1605, -1.5232], [-1.5691, 0.9377, 0.5777], [-1.6607, -0.7946, 0.8672], [0.1123, -1.1804, -0.8666], [0.2063, 0.5543, -1.1581], [0.8225, -0.8412, 1.5037], [2.5841, -1.1049, -0.4429], [2.7462, 0.6968, -0.3011], [3.2187, -0.3712, 1.0256]],
  "nbo_charge": [-0.602, -0.401, -0.375, -0.323, -0.588, 0.289, -0.338, 0.215, 0.205, 0.201, 0.211, 0.196, 0.205, 0.208, 0.238, 0.213, 0.221, 0.224],
  "total_charge": 0,
  "relative_energy_kcal_mol": 2.6,
  "mol_weight_g_mol": 97.2,
  "energy_ev": -7890.4180,
  "smiles": "CCC[C@@H](C)C#N",
  "homo_ev": -11.4,
  "homo_lumo_gap_ev": 12.3,
  "e_lumo_ev": 0.94
}